Entry 1:
9
Properties=species:S:1:pos:R:3:forces:R:3:nbo_charge:R:1 method="wB97M-V/def2-TZVPD" smiles=O[C@@H](Br)C(F)(F)Cl homo_ev=-10.544 homo_lumo_gap_ev=11.12 spin_multiplicity=1
O 0.303 -1.637 0.489 0.987 1.746 0.899 -0.67
C 0.618 -0.294 0.353 -0.964 2.292 1.656 -0.02
Br 2.296 0.008 -0.582 -0.209 -0.068 -0.086 0.01
C -0.610 0.722 -0.234 2.965 -1.035 -0.133 0.60
F -0.844 1.547 0.790 -0.665 0.188 -0.296 -0.31
F -0.237 1.485 -1.306 -0.308 -0.653 1.003 -0.32
Cl -1.947 -0.264 -0.675 -1.113 -0.025 -0.216 0.00
H -0.293 -1.825 -0.212 -0.982 -0.757 -1.199 0.48
H 0.714 0.258 1.376 0.287 -1.688 -1.627 0.22

Entry 2:
9
Properties=species:S:1:pos:R:3:forces:R:3:nbo_charge:R:1 method="wB97M-V/def2-TZVPD" homo_ev="-3.258 / -3.258" homo_lumo_gap_ev="6.01 / 6.02" spin_multiplicity=1 total_charge=-1
C -0.184 1.031 0.844 0.542 -2.038 2.527 0.76
C 0.480 -0.685 -1.417 -0.375 0.937 4.681 -0.15
N -0.047 -0.155 1.454 -0.537 -1.198 -0.510 -0.74
O 0.299 1.028 -0.395 0.304 -2.167 -3.671 -0.57
O -0.522 2.068 1.377 -0.737 1.991 -0.605 -0.71
Cl -1.033 -0.230 2.913 0.381 0.110 -0.108 -0.06
Br -1.025 -1.805 -1.929 1.035 1.099 0.675 0.04
H 1.194 -1.140 -0.653 -1.339 0.463 -1.318 0.25
H 0.837 -0.111 -2.194 0.725 0.803 -1.672 0.18

Entry 3:
7
Properties=species:S:1:pos:R:3:forces:R:3:nbo_charge:R:1 method="wB97M-V/def2-TZVPD" homo_ev="-8.421 / -8.448" homo_lumo_gap_ev="8.02 / 8.06" spin_multiplicity=1
C -0.334 -1.355 -0.098 5.017 2.541 -3.098 0.46
C 0.498 0.929 -0.067 0.437 -1.937 -0.570 -0.62
O 0.364 -2.073 -0.736 -1.424 0.259 1.390 -0.47
Cl -1.838 -1.334 0.450 -2.518 -0.502 1.087 0.14
Br -0.692 1.621 1.227 0.343 0.415 -0.030 0.05
H 1.563 0.723 0.293 -1.772 0.440 -0.384 0.22
H 0.439 1.490 -1.068 -0.083 -1.216 1.605 0.22

Entry 4:
9
Properties=species:S:1:pos:R:3:forces:R:3:nbo_charge:R:1 method="wB97M-V/def2-TZVPD" homo_ev="-9.903 / -9.999" homo_lumo_gap_ev="9.06 / 7.83" spin_multiplicity=1
C -0.434 -0.065 -0.563 -4.414 -0.232 2.236 -0.18
C -2.151 0.238 0.483 4.815 -0.461 -2.866 -0.47
O -4.341 -1.185 0.832 -0.360 0.292 0.765 -0.89
O -3.515 -0.757 -1.412 0.066 -0.092 -0.977 -0.89
S -3.247 -0.963 -0.038 -0.732 -1.079 -0.125 2.06
Cl -2.046 -2.518 0.202 0.398 -1.242 0.030 -0.20
Br -2.974 1.838 0.257 0.044 1.291 0.362 0.22
H 0.141 0.786 -0.720 0.649 1.583 0.109 0.16
H -0.150 -1.031 -0.961 -0.466 -0.059 0.465 0.18

Entry 5:
9
Properties=species:S:1:pos:R:3:forces:R:3:nbo_charge:R:1 method="wB97M-V/def2-TZVPD" homo_ev=-9.622 homo_lumo_gap_ev=9.97 spin_multiplicity=1
C 0.268 0.879 -0.521 -0.353 -0.937 -0.571 0.89
C -0.784 -2.090 1.332 0.987 -0.243 1.194 0.61
N 1.165 0.519 -1.262 -0.364 0.783 0.827 -0.75
O -0.735 1.017 0.080 1.272 0.518 -0.388 -0.54
F -0.449 -3.150 0.627 -0.579 0.128 0.790 -0.34
F -1.150 -2.535 2.560 0.398 -0.083 -1.697 -0.36
Br -3.103 -1.134 0.448 -0.480 0.516 -0.376 -0.19
H -2.118 -0.081 0.256 -0.543 -0.553 0.134 0.25
H 2.076 0.951 -1.372 -0.337 -0.129 0.088 0.43

Entry 6:
8
Properties=species:S:1:pos:R:3:forces:R:3:nbo_charge:R:1 method="wB97M-V/def2-TZVPD" homo_ev="-8.987 / -8.517" homo_lumo_gap_ev="9.07 / 8.89" spin_multiplicity=1
C -1.198 0.324 0.907 0.371 -0.496 -0.474 0.56
C 1.197 -0.154 -0.950 -0.537 0.578 0.253 0.07
F -2.138 0.610 0.013 0.019 0.016 0.190 -0.33
F -1.306 -0.933 1.331 -0.064 0.303 -0.013 -0.33
F 1.903 0.958 -0.736 0.122 -0.130 -0.001 -0.33
Br 1.965 -1.729 -0.385 0.156 -0.214 0.046 0.08
H -1.053 1.060 1.689 -0.078 0.068 0.065 0.12
H 0.630 -0.136 -1.869 0.011 -0.125 -0.066 0.17

We obtain energy above the lowest of the compared OMol25 structures with the same formula, charge and spin values of 0.0; 86.3; 71.8; 105.5; 69.1; 95.9 kcal per mole for the records listed above, in that order.